148
Properties=species:S:1:pos:R:3 method="wB97M-V/def2-TZVPD" homo_lumo_gap_ev=9.20 relative_energy_kcal_mol=54.54 spin_multiplicity=1 max_force_ev_per_a=2.99
C 10.789 -14.687 2.431
O 10.054 -15.683 1.726
C 8.823 -15.104 1.317
C 7.980 -16.091 0.552
C 6.633 -15.519 0.105
N 7.740 -17.346 1.331
H 10.221 -14.366 3.308
H 10.944 -13.787 1.826
H 11.764 -15.097 2.681
H 8.267 -14.554 2.088
H 9.134 -14.256 0.686
H 8.542 -16.301 -0.370
H 6.176 -15.067 0.993
H 5.929 -16.249 -0.292
H 6.774 -14.718 -0.623
H 7.514 -17.949 0.534
H 8.706 -17.601 1.558
C 2.715 -14.803 0.148
O 1.709 -14.025 -0.497
C 0.404 -14.407 -0.131
C -0.652 -13.576 -0.886
C -0.417 -13.504 -2.410
N -0.784 -12.253 -0.283
H 2.684 -14.514 1.200
H 3.686 -14.620 -0.304
H 2.494 -15.862 -0.003
H 0.245 -15.475 -0.341
H 0.336 -14.309 0.961
H -1.636 -14.051 -0.816
H 0.642 -13.258 -2.492
H -1.043 -12.694 -2.792
H -0.791 -14.367 -2.952
H -0.060 -11.639 -0.653
H -0.561 -12.286 0.705
C 11.473 -12.133 4.625
O 11.806 -10.917 5.247
C 11.445 -10.865 6.587
C 12.110 -9.734 7.350
C 11.759 -9.706 8.811
N 11.785 -8.451 6.714
H 10.559 -12.583 5.029
H 12.243 -12.893 4.811
H 11.386 -11.996 3.551
H 10.369 -10.740 6.794
H 11.699 -11.769 7.158
H 13.186 -9.875 7.201
H 12.253 -8.926 9.392
H 12.182 -10.599 9.294
H 10.692 -9.646 9.031
H 10.809 -8.227 6.866
H 12.348 -7.649 6.942
C 14.379 -13.039 1.397
O 13.283 -12.147 1.421
C 13.610 -10.969 2.152
C 12.445 -10.031 1.886
C 12.257 -9.670 0.418
N 12.641 -8.811 2.723
H 14.941 -13.003 2.343
H 15.210 -12.756 0.737
H 14.027 -14.054 1.234
H 13.840 -11.087 3.216
H 14.502 -10.452 1.772
H 11.514 -10.444 2.292
H 11.656 -10.496 0.024
H 13.164 -9.445 -0.134
H 11.498 -8.890 0.308
H 11.971 -8.108 2.429
H 12.290 -9.106 3.635
C 7.596 -25.765 1.457
O 7.758 -24.698 0.539
C 8.569 -23.678 1.059
C 8.347 -22.362 0.273
C 8.971 -21.177 0.991
N 6.918 -22.088 0.194
H 8.593 -26.197 1.627
H 6.956 -26.511 1.000
H 7.307 -25.481 2.474
H 8.490 -23.510 2.140
H 9.635 -23.948 0.986
H 8.707 -22.441 -0.751
H 10.027 -21.438 1.086
H 8.535 -20.916 1.959
H 8.806 -20.251 0.436
H 6.341 -22.846 -0.148
H 6.508 -21.755 1.057
C 9.364 -16.292 6.538
O 9.088 -17.690 6.498
C 8.641 -18.116 7.786
C 9.850 -18.380 8.711
C 10.876 -19.306 8.097
N 9.418 -18.942 10.009
H 10.186 -16.048 7.204
H 8.433 -15.717 6.512
H 9.679 -16.023 5.520
H 7.936 -17.422 8.259
H 8.037 -19.027 7.726
H 10.375 -17.444 8.913
H 11.872 -19.117 8.499
H 10.948 -19.189 7.016
H 10.650 -20.352 8.321
H 8.789 -19.722 9.817
H 8.777 -18.242 10.386
C 6.383 -17.193 -5.094
O 7.024 -18.117 -4.251
C 8.375 -17.867 -3.907
C 8.880 -18.836 -2.792
C 8.968 -20.255 -3.331
N 7.913 -18.821 -1.690
H 6.758 -17.184 -6.120
H 6.421 -16.176 -4.694
H 5.334 -17.478 -5.144
H 8.916 -17.942 -4.860
H 8.535 -16.826 -3.595
H 9.820 -18.382 -2.476
H 9.915 -20.511 -3.806
H 8.177 -20.414 -4.064
H 8.845 -20.931 -2.485
H 7.563 -17.864 -1.616
H 7.062 -19.274 -2.023
C 11.932 -18.726 1.400
O 13.195 -18.652 0.783
C 13.627 -17.322 0.639
C 15.118 -17.252 0.323
C 15.489 -18.080 -0.927
N 15.861 -17.988 1.352
H 11.656 -19.765 1.225
H 11.192 -18.104 0.875
H 11.820 -18.388 2.437
H 13.016 -16.741 -0.067
H 13.482 -16.825 1.614
H 15.462 -16.222 0.225
H 15.082 -19.092 -0.895
H 16.561 -18.190 -1.068
H 15.008 -17.640 -1.809
H 15.560 -17.742 2.290
H 15.849 -18.987 1.252
O 5.459 -18.911 2.523
H 6.015 -18.302 2.012
H 5.714 -18.752 3.438
O 6.755 -15.964 3.683
H 7.279 -16.109 2.867
H 6.165 -15.232 3.476
O 6.247 -11.391 0.691
H 6.244 -12.254 1.118
H 5.402 -11.345 0.231
O 5.392 -19.752 -0.202
H 5.906 -20.572 -0.382
H 5.616 -19.537 0.715


160
Properties=species:S:1:pos:R:3 method="wB97M-V/def2-TZVPD" homo_lumo_gap_ev=9.34 relative_energy_kcal_mol=78.09 spin_multiplicity=1 max_force_ev_per_a=2.99
C 16.935 -0.530 -5.912
C 18.032 -1.079 -4.837
O 17.502 -1.129 -3.537
O 17.359 -0.369 -7.250
H 16.518 0.425 -5.593
H 16.038 -1.149 -5.942
H 18.846 -0.355 -4.839
H 18.442 -2.034 -5.166
H 17.125 -0.263 -3.365
H 16.685 0.117 -7.731
C 22.293 0.450 -1.180
C 23.566 1.329 -1.325
O 23.374 2.639 -0.845
O 21.476 0.532 -2.372
H 21.746 0.852 -0.327
H 22.596 -0.585 -1.024
H 23.983 1.244 -2.329
H 24.289 0.888 -0.639
H 22.946 3.087 -1.578
H 21.720 -0.210 -2.931
C 21.577 -3.023 -2.404
C 20.248 -2.787 -1.800
O 19.904 -3.704 -0.813
O 21.943 -2.009 -3.394
H 21.422 -4.003 -2.855
H 22.435 -3.225 -1.761
H 19.518 -2.751 -2.608
H 20.262 -1.813 -1.312
H 19.062 -3.411 -0.456
H 21.586 -2.307 -4.234
C 21.176 4.247 -4.126
C 21.471 3.344 -5.355
O 20.644 3.655 -6.480
O 22.168 4.087 -3.066
H 20.123 4.243 -3.845
H 21.263 5.281 -4.459
H 21.493 2.268 -5.181
H 22.484 3.600 -5.665
H 19.766 3.306 -6.307
H 22.895 4.641 -3.362
C 18.239 1.475 -1.745
C 16.782 1.950 -2.019
O 16.141 1.266 -3.115
O 19.029 1.514 -2.889
H 18.265 0.459 -1.352
H 18.685 2.008 -0.905
H 16.846 2.986 -2.353
H 16.095 1.877 -1.176
H 15.186 1.349 -3.059
H 19.902 1.170 -2.687
C 16.693 -2.183 -0.386
C 15.626 -2.542 -1.429
O 14.560 -3.409 -0.930
O 17.312 -3.278 0.285
H 16.328 -1.518 0.397
H 17.570 -1.670 -0.779
H 16.188 -3.038 -2.220
H 15.224 -1.662 -1.930
H 14.543 -3.361 0.029
H 16.688 -3.830 0.762
C 25.240 -1.942 -5.754
C 25.570 -1.843 -4.257
O 24.707 -0.980 -3.524
O 23.981 -2.621 -6.082
H 26.090 -2.370 -6.286
H 25.115 -0.929 -6.137
H 26.554 -1.397 -4.110
H 25.576 -2.813 -3.761
H 23.921 -1.503 -3.355
H 23.603 -2.398 -6.936
C 13.649 5.132 -2.910
C 12.628 5.491 -1.868
O 11.413 5.868 -2.512
O 13.194 4.251 -3.910
H 14.500 4.638 -2.441
H 14.001 6.054 -3.372
H 13.032 6.292 -1.249
H 12.377 4.661 -1.208
H 10.817 6.030 -1.777
H 12.983 4.732 -4.713
C 13.372 -0.406 -3.839
C 12.994 1.060 -4.249
O 13.546 1.891 -3.264
O 12.837 -0.786 -2.584
H 14.456 -0.484 -3.933
H 12.976 -1.096 -4.583
H 11.930 1.291 -4.300
H 13.416 1.307 -5.223
H 13.440 2.804 -3.541
H 13.286 -0.306 -1.884
C 15.310 4.825 0.323
C 16.289 4.624 1.519
O 15.610 4.646 2.757
O 14.716 3.550 0.139
H 15.948 4.994 -0.544
H 14.683 5.706 0.458
H 16.970 5.474 1.553
H 16.862 3.702 1.425
H 16.214 4.508 3.491
H 14.287 3.319 0.967
C 9.417 -3.661 -2.221
C 10.002 -2.294 -2.392
O 10.984 -2.066 -1.356
O 10.380 -4.645 -2.572
H 8.514 -3.776 -2.820
H 9.150 -3.918 -1.195
H 9.194 -1.563 -2.359
H 10.469 -2.244 -3.376
H 11.702 -1.697 -1.875
H 10.929 -4.782 -1.797
C 17.085 3.491 -5.490
C 16.812 3.948 -6.935
O 17.713 4.967 -7.358
O 18.279 2.652 -5.536
H 16.226 2.895 -5.180
H 17.183 4.336 -4.809
H 15.798 4.291 -7.140
H 17.104 3.192 -7.664
H 17.512 5.101 -8.287
H 18.421 2.250 -4.676
C 8.408 3.099 -2.036
C 9.651 2.942 -2.904
O 9.712 3.901 -3.923
O 7.228 2.778 -2.831
H 8.249 4.139 -1.751
H 8.471 2.460 -1.156
H 9.643 1.927 -3.302
H 10.540 3.012 -2.276
H 10.228 4.664 -3.653
H 7.258 3.543 -3.411
C 18.234 -0.079 1.917
C 19.568 0.711 1.893
O 19.493 1.774 2.855
O 18.116 -0.723 3.237
H 18.125 -0.709 1.034
H 17.435 0.657 1.825
H 19.718 1.093 0.883
H 20.381 0.019 2.110
H 19.935 1.590 3.687
H 18.340 -0.030 3.864
C 14.033 0.896 2.025
C 13.576 0.010 0.852
O 14.186 0.411 -0.378
O 13.382 2.147 2.131
H 15.087 1.165 1.965
H 13.994 0.337 2.960
H 12.486 0.016 0.859
H 13.944 -1.012 0.946
H 14.134 1.366 -0.463
H 12.455 1.937 2.267
C 18.291 5.764 4.548
C 19.691 5.300 4.025
O 19.674 4.903 2.672
O 17.365 4.727 4.832
H 17.920 6.444 3.782
H 18.413 6.395 5.428
H 19.953 4.385 4.556
H 20.403 6.086 4.278
H 19.000 4.250 2.472
H 17.250 4.660 5.783


150
Properties=species:S:1:pos:R:3 method="wB97M-V/def2-TZVPD" homo_lumo_gap_ev="1.41 / 8.47" relative_energy_kcal_mol=0.00 spin_multiplicity=2 max_force_ev_per_a=4.30 total_charge=-1
C 2.028 -29.932 6.626
O 2.091 -28.644 7.263
H 2.986 -30.433 6.489
H 1.484 -30.645 7.246
H 1.513 -29.790 5.675
H 2.516 -28.927 8.076
C 6.917 -38.118 7.276
O 7.382 -36.920 7.864
H 5.928 -38.124 7.734
H 6.876 -37.905 6.208
H 7.452 -39.005 7.614
H 6.862 -36.213 7.474
C 5.163 -35.815 3.227
O 5.560 -34.590 3.718
H 5.856 -36.586 3.564
H 4.146 -36.096 3.498
H 5.284 -35.723 2.147
H 6.520 -34.584 3.712
C 2.556 -32.270 10.554
O 2.939 -31.975 9.201
H 2.983 -31.621 11.318
H 1.472 -32.365 10.610
H 2.962 -33.241 10.839
H 3.295 -32.806 8.880
C 9.095 -33.412 4.275
O 8.504 -34.618 3.985
H 9.515 -33.019 3.349
H 8.287 -32.823 4.708
H 9.780 -33.517 5.116
H 9.244 -35.163 3.706
C 5.510 -27.819 6.254
O 5.872 -29.087 5.732
H 4.585 -27.828 6.829
H 6.251 -27.283 6.847
H 5.165 -27.173 5.447
H 6.224 -29.579 6.477
C 1.052 -40.306 7.959
O 1.872 -39.216 8.383
H 0.348 -40.614 8.733
H 0.392 -40.078 7.122
H 1.640 -41.179 7.677
H 1.326 -38.513 8.743
C 0.711 -37.464 4.902
O -0.096 -38.416 4.201
H 0.918 -37.863 5.895
H 1.681 -37.491 4.406
H 0.124 -36.552 5.016
H -0.883 -38.015 3.824
C 6.571 -31.074 2.521
C 6.854 -29.573 2.157
C 7.198 -29.357 0.656
O 8.513 -29.860 0.367
C 8.878 -29.551 -0.965
N 5.634 -28.801 2.532
H 7.400 -31.688 2.168
H 5.674 -31.509 2.081
H 6.381 -31.294 3.572
H 7.620 -29.051 2.731
H 7.048 -28.320 0.358
H 6.515 -30.013 0.117
H 8.322 -30.275 -1.560
H 9.944 -29.677 -1.151
H 8.767 -28.505 -1.253
H 5.380 -29.041 3.479
H 4.895 -29.076 1.900
C 6.131 -30.274 14.510
C 5.372 -30.477 13.210
C 6.039 -29.722 12.008
O 5.404 -30.199 10.766
C 5.214 -29.279 9.823
N 5.513 -31.857 12.942
H 6.378 -29.247 14.776
H 7.060 -30.820 14.347
H 5.613 -30.734 15.352
H 4.332 -30.154 13.175
H 7.116 -29.888 11.987
H 5.959 -28.642 12.134
H 6.020 -28.568 9.641
H 4.365 -28.699 10.185
H 4.916 -29.666 8.849
H 6.487 -32.112 13.012
H 5.280 -31.843 11.959
C -3.080 -36.889 6.743
C -1.975 -36.015 7.358
C -2.370 -34.636 7.858
O -1.106 -33.963 7.992
C -1.259 -32.518 8.062
N -1.137 -36.750 8.296
H -2.662 -37.893 6.660
H -3.467 -36.430 5.834
H -3.871 -37.062 7.473
H -1.248 -35.714 6.604
H -2.978 -34.726 8.758
H -3.063 -34.151 7.171
H -0.241 -32.133 8.003
H -1.805 -32.261 8.970
H -1.880 -32.183 7.232
H -1.213 -36.393 9.238
H -0.217 -36.491 7.971
C 5.670 -32.571 6.496
C 5.662 -34.101 6.910
C 4.255 -34.815 6.843
O 3.460 -34.382 7.962
C 2.095 -34.984 7.919
N 6.607 -34.903 6.214
H 4.846 -32.353 5.816
H 6.611 -32.261 6.042
H 5.503 -31.913 7.348
H 6.082 -34.181 7.913
H 4.416 -35.891 6.914
H 3.765 -34.718 5.874
H 1.504 -34.578 8.740
H 2.148 -36.073 7.927
H 1.574 -34.568 7.057
H 7.399 -34.411 5.826
H 6.047 -34.918 5.373
C 3.035 -27.691 0.435
C 2.843 -29.108 -0.153
C 2.351 -30.125 0.882
O 3.321 -30.252 1.934
C 3.044 -31.049 3.094
N 1.886 -29.077 -1.286
H 2.173 -27.024 0.410
H 3.724 -27.077 -0.143
H 3.375 -27.837 1.461
H 3.757 -29.507 -0.593
H 2.123 -31.004 0.279
H 1.438 -29.681 1.278
H 3.857 -30.887 3.802
H 3.071 -32.109 2.839
H 2.057 -30.783 3.471
H 2.388 -28.392 -1.833
H 2.157 -29.913 -1.784
C 8.280 -32.849 10.025
C 8.628 -33.648 11.318
C 9.922 -34.457 11.448
O 10.047 -35.056 12.719
C 11.329 -35.671 12.912
N 8.479 -32.717 12.456
H 7.240 -32.566 10.192
H 8.484 -33.475 9.156
H 8.899 -31.953 9.976
H 7.883 -34.436 11.431
H 10.730 -33.727 11.396
H 9.854 -35.237 10.690
H 11.290 -36.590 12.327
H 11.456 -35.998 13.944
H 12.166 -35.091 12.523
H 9.297 -32.136 12.340
H 8.726 -33.295 13.247